# 1
Entry from OMol25: C9H12F18K3O9P3 as an isolated structure in a non-equilibrium geometry (ωB97M-V/def2-TZVPD).

Properties
**Net charge**: 0
**Orbital gap**: 9.94 eV
**E_LUMO**: -1.23 eV
**Electronic energy**: -153736.11184 eV
**F_max**: 0.05608 hartree/bohr

Atoms and positions in Å:
K1 1.7421 4.1670 1.4149
K2 2.0322 -1.8370 1.8892
K3 3.4784 0.6481 -2.0884
P1 -0.0747 0.7538 0.1091
P2 1.9816 3.1052 -3.5610
P3 3.2862 1.6145 3.7541
F1 4.7026 2.1097 3.1781
F2 0.5847 3.6942 -3.1061
F3 0.4083 2.3327 0.2499
F4 3.4002 2.3659 -4.0200
F5 2.6968 4.5537 -3.6742
F6 1.3625 1.6051 -3.5199
F7 1.8372 1.1205 4.2554
F8 3.9208 1.4192 5.1993
F9 -0.3517 -0.8286 0.0486
F10 2.5857 3.0838 -2.0214
F11 -1.5085 1.1462 0.7000
F12 1.5543 3.2379 -5.1140
F13 0.4437 0.5248 1.6395
F14 2.8953 3.1708 4.1379
F15 1.4442 0.4582 -0.4527
F16 2.6322 1.8938 2.2904
F17 3.6604 0.0794 3.3648
F18 -0.5899 0.9924 -1.3545
O1 3.4867 -3.2264 -3.7311
O2 -3.0196 -3.7413 -2.8878
O3 1.9915 -1.5926 -3.3958
O4 -1.1270 0.0934 4.1622
O5 -3.8626 -2.1909 -1.5060
O6 -2.9785 0.4224 2.9831
O7 -2.0395 -1.6191 3.0594
O8 1.3082 -3.5306 -4.2327
O9 -2.5803 -3.8255 -0.6929
C1 -2.0429 -0.4656 3.3519
C2 0.5712 -1.6033 -3.1563
C3 -3.1547 -3.2990 -1.7983
C4 0.1161 -2.7729 -4.0391
C5 -1.2837 1.5255 4.1286
C6 -3.8439 -1.9523 -0.1017
C7 -2.7081 1.6850 3.6013
C8 2.3617 -2.8417 -3.7797
C9 -3.0123 -3.1125 0.4703
H1 -3.5911 -3.7355 1.1463
H2 -0.7055 -3.3338 -3.5996
H3 0.3637 -1.8168 -2.1076
H4 0.1471 -0.6481 -3.4458
H5 -3.4868 1.9122 4.3249
H6 -4.8452 -1.9216 0.3320
H7 -0.2595 -2.4021 -4.9943
H8 -2.1440 -2.7163 0.9740
H9 -0.5058 1.9502 3.4993
H10 -2.7259 2.4579 2.8321
H11 -3.4292 -0.9710 0.1330
H12 -1.1251 1.8609 5.1512

# 2
Entry from OMol25: one molecule with the formula C9H12FN3 in a non-equilibrium geometry (ωB97M-V/def2-TZVPD).

Properties
**Net charge**: 0
**Orbital gap**: 9.35 eV
**E_LUMO**: 0.79 eV
**SMILES**: [H]/N=C(\N)NCCc1cccc(F)c1
**Electronic energy**: -16714.31859 eV
**F_max**: 0.06356 hartree/bohr
**Relative energy (zero: lowest compared OMol25 entry of this formula, charge and spin)**: 1.366 eV

Atoms and positions in Å:
F1 -3.3735 2.1260 -0.4124
N1 2.7363 -0.8270 -0.3562
N2 4.9300 -0.0199 -0.2802
N3 3.0051 1.3841 0.3049
C1 -3.6706 -0.2637 -0.1826
C2 -1.0146 -0.5100 0.4320
C3 0.4251 -0.6954 0.8023
C4 -1.7354 -1.6754 0.0692
C5 -3.1474 -1.5464 -0.1485
C6 1.3124 -0.5021 -0.5260
C7 -2.9209 0.8819 0.0240
C8 -1.5798 0.8158 0.3471
C9 3.6537 0.2214 -0.0807
H1 -4.7530 -0.1588 -0.2887
H2 -3.7122 -2.4595 -0.2447
H3 3.1390 -1.6325 -0.8791
H4 2.3685 1.1744 1.0295
H5 5.6125 0.7815 -0.1654
H6 3.7711 1.9945 0.5697
H7 0.8737 -0.9783 -1.4446
H8 1.3957 0.6017 -0.8402
H9 0.7369 0.0563 1.5102
H10 0.6474 -1.6194 1.3847
H11 -1.3645 -2.7444 0.3392
H12 -0.9879 1.7337 0.6408